No. 1
Below is a single C8H14N2O4 molecule, with properties calculated with wB97M-V/def2-TZVPD.

Cartesian coordinates (Å):
C: -1.1125 -0.5892 -0.6899
C: -0.4220 -1.5485 0.3117
C: -1.2834 0.8489 -0.1493
C: -2.7938 1.2732 -0.1968
C: -3.3241 -0.2636 -0.0844
C: 1.7984 -0.3817 0.0932
C: 3.1055 -1.0294 -0.4483
C: 2.1567 0.8267 0.9758
H: -2.4094 -1.9902 -0.8180
H: -0.6563 -0.5412 -1.6616
H: -0.8602 0.8874 0.9583
H: -0.6425 1.6310 -0.6576
H: -3.2348 1.8743 -1.0796
H: -2.9906 1.9372 0.6277
H: -3.2618 -0.6097 0.8801
H: -4.3117 -0.3668 -0.4158
H: 1.3614 -2.1079 1.0296
H: 1.3658 0.0821 -0.7648
H: 1.1765 1.0483 1.5814
H: 2.9170 0.6192 1.7846
H: 2.4528 2.8915 0.7951
H: 3.7591 0.6641 -1.1757
N: -2.4437 -1.0017 -0.9706
N: 0.8940 -1.2470 0.7048
O: -1.0663 -2.5056 0.6750
O: 3.2729 -2.1734 -0.2193
O: 2.5602 2.0080 0.0833
O: 3.9927 -0.2362 -1.1690

relative energy (zero: lowest compared OMol25 entry of this formula, charge and spin): 63.0 kcal per mole
structure (SMILES): O=C(O)[C@H](CO)NC(=O)[C@@H]1CCCN1
Kohn-Sham gap: 9.07 eV
total charge: 0
DFT total energy: -723.65139 Eh

***

No. 2
Below is an isolated ion of composition C8H14N3 and charge +1, with properties calculated with wB97M-V/def2-TZVPD.

Cartesian coordinates (Å):
C: -1.4734 1.0597 -2.0144
C: -1.6402 1.8731 -1.0634
C: -0.3841 -0.8427 -1.1408
C: -0.7837 0.5159 -3.2958
C: 0.5340 1.0992 -3.6599
C: 0.3201 0.1814 3.5724
C: 0.9451 -1.5590 1.4485
C: -0.2692 0.4574 2.2194
N: -1.0421 -0.2630 -2.1507
N: -0.3856 -0.2077 -0.0400
N: -0.2648 -0.7234 1.2469
H: 0.2406 -1.7001 -1.3323
H: -1.4736 0.2214 -4.0844
H: 0.3649 2.0157 -4.3446
H: 1.0355 0.2219 -4.2208
H: 0.9609 1.4619 -2.6504
H: 1.4349 0.1776 3.3581
H: 0.1760 0.9794 4.3062
H: -0.0062 -0.6919 4.1449
H: 1.7996 -0.7984 1.2756
H: 0.9453 -1.9057 2.4473
H: 0.7596 -2.4170 0.6983
H: 0.4900 1.0525 1.8176
H: -1.2402 1.0942 2.0588
H: -1.0436 -1.3024 1.4034

relative energy (zero: lowest compared OMol25 entry of this formula, charge and spin): 221.4 kcal per mole
Kohn-Sham gap: 9.31 eV
total charge: +1
DFT total energy: -476.94402 Eh

***

No. 3
Below is a 2-piece molecular cluster, C8H14N3O2S overall, with properties calculated with wB97M-V/def2-TZVPD.

Cartesian coordinates (Å):
C: -0.2745 2.5280 -1.4965
C: -0.4859 1.2335 -1.2882
C: 2.2726 0.9464 3.5111
C: -1.1792 0.6470 -3.4466
C: -1.0866 1.9514 0.7898
C: -1.6544 -0.5938 -4.0870
C: -1.8167 -0.7521 1.4938
C: 0.1684 -1.2949 0.1890
N: 1.8931 0.1673 2.5453
N: -0.8645 0.8555 0.0581
N: -1.0239 -0.4301 0.3480
O: -1.3909 1.8165 -3.7152
O: -0.5505 0.2706 -2.2434
S: -0.7356 3.4316 -0.0717
H: -0.2254 2.9712 -2.5293
H: 3.2094 1.4869 3.6050
H: 1.4361 1.1488 4.2006
H: -1.2475 1.8716 1.9343
H: -0.7415 -0.8845 -4.5775
H: -2.3303 -0.4115 -4.9550
H: -1.8735 -1.1807 -3.2067
H: -1.1365 -0.7324 2.3296
H: -2.6233 -0.0224 1.6462
H: -2.2645 -1.7128 1.3246
H: -0.1206 -2.3240 0.7225
H: 0.3316 -1.4603 -0.8933
H: 1.0495 -0.8408 0.7621
H: 2.5986 0.1774 1.8517

relative energy (zero: lowest compared OMol25 entry of this formula, charge and spin): 38.4 kcal per mole
Kohn-Sham gap: 8.99 eV
total charge: +1
DFT total energy: -1025.80520 Eh

***

No. 4
Below is a single C8H14N4O5 molecule, with properties calculated with wB97M-V/def2-TZVPD.

Cartesian coordinates (Å):
C: 1.0429 1.4961 0.7883
C: 1.9960 0.6656 -0.0934
C: -0.0551 0.6874 1.5204
C: -0.4557 1.2834 2.8810
C: 0.2893 -0.6466 -1.5913
C: -0.8601 0.3547 -1.8244
C: 0.0067 -1.8509 -0.6924
C: -0.4893 -3.0540 -1.4315
H: 1.2348 3.4039 -0.1050
H: 0.0626 2.4222 -0.7085
H: 1.7638 1.8850 1.4920
H: 0.2522 -0.3333 1.7963
H: -0.9231 0.6527 0.8449
H: -0.8796 3.0570 3.7054
H: -0.7086 3.1128 2.0004
H: 2.3793 -0.5526 -1.5910
H: 0.4969 -1.0220 -2.5925
H: 0.9537 -2.1051 -0.1334
H: -0.7044 -1.6076 0.0962
H: -1.5155 -4.8350 -0.9907
H: -0.9132 -3.9681 0.3608
H: -2.6547 0.3301 -2.2535
N: 0.5433 2.6964 0.1097
N: -0.9386 2.5694 2.8170
N: 1.5639 -0.1011 -1.1594
N: -0.8946 -4.1082 -0.6635
O: 3.2111 0.8052 0.1134
O: -0.4040 0.5828 3.8790
O: -0.7122 1.4753 -2.1717
O: -0.6224 -3.0688 -2.6711
O: -2.0653 -0.2268 -1.7316

relative energy (zero: lowest compared OMol25 entry of this formula, charge and spin): 31.0 kcal per mole
structure (SMILES): NC(=O)C[C@H](NC(=O)[C@@H](N)CC(N)=O)C(=O)O
Kohn-Sham gap: 9.72 eV
total charge: 0
DFT total energy: -908.53618 Eh

***

No. 5
Below is a single C8H14N4S molecule, with properties calculated with wB97M-V/def2-TZVPD.

Cartesian coordinates (Å):
C: -1.6872 1.8697 2.6329
C: -0.8164 1.1410 0.6666
C: -0.4805 0.1729 -1.6382
C: -0.7916 -1.2958 -1.5934
C: 0.3196 -2.1699 -0.9028
C: 1.7619 -1.8992 -1.0894
C: 2.2154 -0.4217 -0.9759
C: 1.3712 0.6488 -0.1309
H: -1.6532 3.1164 4.0912
H: -3.0351 2.2636 3.8367
H: 0.1766 0.5192 -2.4784
H: -1.6114 0.5615 -1.7799
H: -1.7737 -1.6773 -1.0887
H: -1.0810 -1.5405 -2.7383
H: 0.1669 -3.2627 -1.2425
H: 0.2624 -2.2666 0.2918
H: 2.2031 -2.4877 -1.9278
H: 2.2802 -2.3801 -0.3365
H: 3.2521 -0.4681 -0.4517
H: 2.3384 0.1107 -1.9207
H: 1.4868 0.5074 0.9691
H: 1.9295 1.6606 -0.4014
N: -2.0068 2.1064 3.9633
N: -2.6473 1.5972 1.8176
N: -2.1652 1.3137 0.6283
N: 0.0226 0.7232 -0.3939
S: -0.0373 1.5572 2.1929

relative energy (zero: lowest compared OMol25 entry of this formula, charge and spin): 63.4 kcal per mole
structure (SMILES): Nc1nnc(N2CCCCCC2)s1
Kohn-Sham gap: 8.27 eV
total charge: 0
DFT total energy: -930.32558 Eh

***

No. 6
Below is a single C8H14O molecule, with properties calculated with wB97M-V/def2-TZVPD.

Cartesian coordinates (Å):
C: 3.0727 0.6130 -0.0388
C: 1.8955 -1.6131 -0.2446
C: -2.0867 1.2393 -0.7068
C: -2.8786 -0.9165 0.2880
C: 0.6142 0.4953 0.2489
C: 1.7783 -0.1427 0.0231
C: -1.7119 0.0127 0.0771
C: -0.5664 -0.2180 0.7408
O: 0.6249 1.8749 0.3939
H: -0.2046 2.1398 0.8056
H: -0.4210 -1.1333 1.2982
H: 3.8323 0.1172 0.5659
H: 3.4375 0.6611 -1.0661
H: 2.9474 1.6277 0.3274
H: 2.4490 -2.1021 0.5591
H: 2.4611 -1.7709 -1.1637
H: 0.9271 -2.0929 -0.3390
H: -2.7064 0.9595 -1.5588
H: -2.6688 1.9331 -0.0968
H: -3.2302 -1.3138 -0.6649
H: -3.7082 -0.3767 0.7465
H: -2.6250 -1.7531 0.9339
H: -1.2322 1.7596 -1.1286

relative energy (zero: lowest compared OMol25 entry of this formula, charge and spin): 16.1 kcal per mole
structure (SMILES): CC(C)=CC(O)=C(C)C
Kohn-Sham gap: 8.45 eV
total charge: 0
DFT total energy: -388.41634 Eh

***

No. 7
Below is a 2-piece molecular cluster, C8H14O5P overall, with properties calculated with wB97M-V/def2-TZVPD.

Cartesian coordinates (Å):
C: -1.3963 -0.8496 -0.8601
C: -0.8194 -2.2962 0.8246
C: -0.8251 -0.0137 0.1701
C: -0.8330 -0.8074 1.3971
C: 0.2773 -0.5099 2.3647
C: -2.2425 -0.5850 2.0644
C: 1.7033 2.6107 -2.4641
C: 0.9329 1.3079 -2.6362
O: 2.1744 1.2813 0.2950
O: -1.8434 -0.5853 -1.9501
O: 2.5750 -1.1930 -0.3641
O: -1.4749 -2.1849 -0.4288
O: 1.7676 0.3247 -2.0585
P: 1.9028 0.0806 -0.4511
H: 0.1867 -2.6908 0.7741
H: -1.3192 -3.1269 1.4624
H: -0.9295 1.0888 0.3617
H: 1.0896 -1.1351 1.9944
H: -0.0761 -0.7603 3.3217
H: 0.5409 0.6226 2.4196
H: -2.3249 0.4402 2.5589
H: -2.5357 -1.4769 2.7787
H: -3.0744 -0.6599 1.3639
H: 2.4214 2.8679 -3.2792
H: 0.9939 3.4088 -2.2064
H: 2.3571 2.4548 -1.6764
H: 0.8706 1.1379 -3.6665
H: -0.0992 1.2485 -2.1099

relative energy (zero: lowest compared OMol25 entry of this formula, charge and spin): 20.7 kcal per mole
Kohn-Sham gap: 7.58 eV
total charge: -1
DFT total energy: -1030.86528 Eh

***

No. 8
Below is a 2-piece molecular cluster, C8H14OS overall, with properties calculated with wB97M-V/def2-TZVPD.

Cartesian coordinates (Å):
C: -0.5346 -0.3365 0.5704
C: 1.2648 -0.0602 -0.4896
C: 0.0958 0.8910 0.0098
C: 0.5533 -1.2628 0.0572
C: 0.7641 2.0024 0.9741
C: -0.5929 1.7655 -1.0678
C: -0.7876 -1.2506 -0.6791
C: 1.2986 -2.4435 0.6035
O: -3.9207 -0.2956 -0.5487
S: -3.7925 0.0592 0.8587
H: 1.3118 -0.0828 -1.5557
H: 2.2764 0.1090 -0.1068
H: 1.4723 1.4780 1.7135
H: 0.0522 2.4092 1.7062
H: 1.3263 2.6150 0.3830
H: 0.1395 1.9508 -1.8514
H: -0.6595 2.7989 -0.7318
H: -1.4991 1.3354 -1.4008
H: -1.5204 -2.1275 -0.6488
H: -0.7131 -0.7244 -1.5489
H: -1.2424 -0.4198 1.4342
H: 2.2418 -2.1481 1.3064
H: 1.7507 -3.2255 -0.2130
H: 0.7153 -3.0370 1.2253

relative energy (zero: lowest compared OMol25 entry of this formula, charge and spin): 109.2 kcal per mole
structure (SMILES): CC1(C)C[C@]2(C)C[C@H]12.O=S
Kohn-Sham gap (alpha / beta): 7.58 / 7.65 eV
total charge: 0
DFT total energy: -786.46540 Eh

***

No. 9
Below is a 2-piece molecular cluster, C8H14OSi overall, with properties calculated with wB97M-V/def2-TZVPD.

Cartesian coordinates (Å):
C: -3.6387 0.2876 -0.0267
C: -3.2901 1.5554 0.1976
C: -2.4705 -0.4831 -0.1595
C: -1.4273 0.4585 -0.0067
C: -2.4785 -1.9503 -0.3893
C: 1.8749 -1.2908 0.5012
C: 1.4483 1.9474 1.2352
C: 1.5526 0.9537 -1.7926
O: -1.9493 1.6281 0.2981
Si: 1.2649 0.4514 0.0494
H: -4.5944 0.0084 -0.3596
H: -3.7743 2.4117 0.5904
H: -1.5890 -2.1345 -1.0298
H: -2.3140 -2.6684 0.4982
H: -3.5017 -2.2644 -0.9225
H: 1.5503 -1.9950 -0.3744
H: 2.9914 -1.1668 0.7793
H: 1.2970 -1.5908 1.4598
H: 0.7779 2.7699 0.8362
H: 1.3210 1.5919 2.2348
H: 2.5908 2.3005 1.1552
H: 1.1915 0.2236 -2.4604
H: 1.2452 2.0502 -2.0281
H: 2.6988 0.8645 -1.7873

relative energy (zero: lowest compared OMol25 entry of this formula, charge and spin): 41.1 kcal per mole
Kohn-Sham gap (alpha / beta): 4.23 / 7.26 eV
total charge: 0
multiplicity: 3
DFT total energy: -677.69060 Eh

***

> Which of these has the highest DFT total energy?

C8H14O